A molecular structure, C36H36Cl6N3SiW, computed with ωB97M-V/def2-TZVPD.

Last column: Löwdin spin population.
Cartesian coordinates (Å):
W  -0.2546  0.6142  -0.0091  0.854
C  -0.1502  -0.7650  4.0260  0.134
Si  1.8592  -0.5415  0.3962  -0.007
C  1.9364  -1.0373  -1.4110  -0.003
N  0.7578  -0.2392  -1.9401  0.002
C  -0.1277  -1.1469  -2.7532  0.003
C  0.3278  -1.2281  -4.1995  0.000
C  0.0695  0.1250  -4.8827  0.000
C  0.2132  1.2580  -3.8550  0.000
C  1.2545  0.8702  -2.8232  0.008
C  2.4032  1.2755  0.5133  0.003
C  2.0173  2.1018  1.5805  0.005
C  2.5062  3.4020  1.7072  0.004
C  3.4154  3.8877  0.7868  0.000
C  3.8313  3.0823  -0.2753  0.003
C  3.3200  1.8079  -0.4163  0.001
C  2.6559  -1.6744  1.6123  0.001
C  3.1469  -1.1763  2.8214  0.001
C  3.7100  -2.0265  3.7610  0.001
C  3.7892  -3.3881  3.5017  -0.001
C  3.3173  -3.8975  2.2995  0.001
C  2.7602  -3.0446  1.3602  -0.001
H  0.0232  0.2730  4.2873  0.006
H  0.5347  -1.5168  4.3919  0.007
H  1.7007  -2.1005  -1.4990  0.000
H  2.8413  -0.8745  -2.0005  -0.001
H  -1.1443  -0.7651  -2.7238  0.000
H  -0.1421  -2.1161  -2.2617  0.000
H  -0.2133  -2.0313  -4.6994  0.000
H  1.3862  -1.4980  -4.2449  0.000
H  -0.9294  0.1407  -5.3205  0.000
H  0.7750  0.2723  -5.7015  0.000
H  -0.7352  1.4580  -3.3476  0.000
H  0.5133  2.1915  -4.3327  0.000
H  1.5425  1.7125  -2.2003  0.002
H  2.1588  0.5333  -3.3391  0.001
H  1.3678  1.7205  2.3592  0.003
H  2.1921  4.0153  2.5414  0.000
H  3.8186  4.8859  0.8970  0.000
H  4.5631  3.4523  -0.9818  0.000
H  3.6627  1.1973  -1.2432  0.000
H  3.0964  -0.1141  3.0344  0.000
H  4.0873  -1.6283  4.6937  0.000
H  4.2233  -4.0541  4.2355  0.000
H  3.3782  -4.9583  2.0972  0.000
H  2.3906  -3.4633  0.4268  0.000
Cl  -0.5869  -2.7380  1.1534  -0.008
C  -1.3603  -2.5958  2.9466  0.004
C  -1.2006  -1.1454  3.2872  0.010
C  -2.1859  -0.2314  2.7535  0.343
Cl  -1.6750  1.3597  2.2097  0.055
C  -3.5009  -0.6351  2.5106  -0.001
Cl  -4.7086  0.5513  2.1664  -0.019
C  -3.8410  -1.9628  2.5803  0.283
Cl  -5.4737  -2.4552  2.5435  0.080
C  -2.7957  -3.0503  2.6618  0.021
Cl  -3.1734  -3.9492  4.1847  0.029
Cl  -3.6033  -5.5677  1.6271  0.002
C  -2.8451  -3.9621  1.3463  0.012
C  -3.6483  -3.3381  0.2086  0.075
C  -3.4173  -2.2063  -0.4876  -0.002
C  -2.3461  -1.2422  -0.3420  0.084
C  -2.3220  0.2014  -0.7875  -0.005
C  -1.1389  -1.2818  0.2297  -0.036
C  -1.4244  -4.3031  0.9575  0.009
H  -4.5237  -3.9092  -0.0746  0.003
H  -4.1631  -1.9437  -1.2317  -0.001
H  -3.0845  0.7673  -0.2428  0.001
H  -2.4865  0.3601  -1.8598  0.000
H  0.4215  0.0545  1.4648  -0.004
H  -1.3243  -4.5976  -0.0918  0.001
C  -2.7728  5.3725  -1.7649  0.000
N  -1.6830  4.4694  -1.4184  0.006
C  -0.3429  4.7772  -1.4163  0.000
C  0.3065  3.6485  -1.0384  0.005
N  -0.6215  2.6483  -0.8091  0.012
C  -1.8077  3.1927  -1.0481  0.011
H  -2.7530  6.2415  -1.1114  0.000
H  -3.7162  4.8498  -1.6343  0.000
H  -2.6776  5.6890  -2.8011  0.000
H  0.0189  5.7567  -1.6747  0.000
H  1.3625  3.4930  -0.9007  0.000
H  -2.7557  2.6908  -0.9656  0.000

Total charge: +1
Energy above the lowest of the compared OMol25 structures with the same formula, charge and spin (kJ/mol): 0.00
HOMO-LUMO gap (spin up / spin down) (eV): 6.69 / 6.36
⟨S²⟩: 2.068
Multiplicity: 3
E (eV): -127207.687